1.
Molecular formula: CH3N2S
Method: DFT, wB97M-V/def2-TZVPD

Cartesian coordinates (Å):
C1 0.896 -0.276 1.215
N1 0.885 -0.470 -0.130
N2 -1.078 0.626 -0.275
S1 2.231 0.476 0.241
H1 0.344 -1.086 -0.738
H2 -1.600 0.583 0.632
H3 -1.677 0.148 -0.945

The LUMO energy (spin up / spin down) comes out at -8.38 / -6.14 eV. The calculation puts the energy above the lowest of the compared OMol25 structures with the same formula, charge and spin at 537.6 kJ/mol. Its charge is +1.

=====

2.
Molecular formula: C43H33Cl2HfN6O3
Method: DFT, wB97M-V/def2-TZVPD

Cartesian coordinates (Å):
Hf1 0.495 -0.204 -0.826
Cl1 -4.963 -2.034 -4.346
C1 -3.327 -1.962 -3.806
C2 -2.838 -0.759 -3.313
C3 -1.535 -0.690 -2.848
N1 -0.898 0.436 -2.290
C4 -1.213 1.709 -2.597
O1 -2.143 2.130 -3.254
C5 -0.205 2.683 -2.017
C6 -0.440 4.040 -2.174
C7 0.460 4.947 -1.648
C8 1.585 4.455 -0.999
C9 1.738 3.089 -0.882
N2 0.867 2.197 -1.365
C10 -0.701 -1.831 -2.920
C11 -1.192 -3.022 -3.429
C12 -2.510 -3.090 -3.858
Cl2 -3.112 -4.592 -4.446
N3 0.598 -1.570 -2.475
C13 1.694 -2.272 -2.798
O2 1.802 -3.419 -3.199
C14 2.914 -1.374 -2.676
C15 4.089 -1.761 -3.298
C16 5.156 -0.877 -3.338
C17 4.996 0.366 -2.748
C18 3.797 0.656 -2.119
N4 2.766 -0.186 -2.063
H1 -3.469 0.116 -3.297
H2 -1.332 4.343 -2.702
H3 0.294 6.012 -1.735
H4 2.329 5.119 -0.583
H5 2.597 2.695 -0.357
H6 -0.551 -3.888 -3.496
H7 4.123 -2.739 -3.757
H8 6.082 -1.147 -3.828
H9 5.784 1.105 -2.774
H10 3.667 1.616 -1.641
O3 2.300 -1.822 0.094
C19 3.424 -1.274 0.781
C20 2.957 -0.105 1.595
C21 3.485 0.121 2.855
C22 3.019 1.191 3.598
C23 2.035 1.997 3.049
C24 1.558 1.699 1.788
N5 2.008 0.670 1.053
H11 2.622 -2.543 -0.459
H12 4.182 -0.938 0.064
H13 3.870 -2.024 1.434
H14 4.237 -0.548 3.251
H15 3.404 1.389 4.589
H16 1.626 2.836 3.593
H17 0.779 2.304 1.353
C25 -2.159 -4.766 0.302
C26 -2.741 -3.515 0.179
C27 -1.932 -2.424 -0.068
N6 -0.599 -2.505 -0.188
C28 -0.054 -3.718 -0.080
C29 -0.784 -4.866 0.159
H18 -2.759 -5.644 0.502
H19 -3.810 -3.383 0.275
H20 -2.365 -1.438 -0.182
H21 1.018 -3.788 -0.200
H22 -0.283 -5.821 0.220
C30 -3.614 4.366 3.105
C31 -2.547 3.654 3.634
C32 -1.897 2.696 2.871
C33 -2.304 2.438 1.562
C34 -3.371 3.174 1.037
C35 -4.030 4.119 1.804
C36 -1.592 1.518 0.646
C37 -0.938 0.350 0.826
C38 -1.105 -0.400 2.107
C39 -0.087 -1.209 2.624
C40 -0.252 -1.936 3.792
C41 -1.460 -1.901 4.470
C42 -2.507 -1.157 3.943
C43 -2.335 -0.430 2.778
H23 -4.117 5.119 3.698
H24 -2.226 3.844 4.650
H25 -1.077 2.130 3.297
H26 -3.682 2.991 0.013
H27 -4.862 4.669 1.382
H28 -1.608 1.940 -0.348
H29 0.849 -1.299 2.092
H30 0.559 -2.552 4.164
H31 -1.595 -2.461 5.385
H32 -3.468 -1.153 4.442
H33 -3.177 0.111 2.368

The LUMO energy comes out at -3.15 eV. The calculation puts the energy above the lowest of the compared OMol25 structures with the same formula, charge and spin at 44.5 kJ/mol. Its charge is +1.

=====

3.
Molecular formula: C35H32AsF6IN3Ru
Method: DFT, wB97M-V/def2-TZVPD

Cartesian coordinates (Å):
Ru1 -1.002 -0.301 -0.076
C1 1.610 0.473 1.628
N1 0.443 -0.322 1.303
C2 0.058 -1.391 2.170
C3 -1.196 -2.015 1.572
C4 -2.571 -2.012 1.735
C5 -3.056 -3.226 1.195
C6 -1.977 -3.977 0.792
N2 -0.857 -3.251 1.028
C7 1.334 1.786 2.357
C8 0.753 2.871 1.707
C9 0.511 4.059 2.372
C10 0.852 4.190 3.712
C11 1.431 3.119 4.371
C12 1.670 1.926 3.697
H1 2.149 0.695 0.702
H2 2.285 -0.125 2.238
H3 -0.085 -1.069 3.211
H4 -3.165 -1.236 2.188
H5 -4.092 -3.508 1.100
H6 -1.931 -4.942 0.315
H7 0.463 2.770 0.670
H8 0.044 4.881 1.842
H9 0.666 5.119 4.236
H10 1.700 3.209 5.418
H11 2.129 1.097 4.224
I1 -2.657 -1.321 -1.840
C13 -2.308 0.876 0.937
C14 -3.625 1.195 0.573
C15 -4.459 1.792 1.501
C16 -3.985 2.088 2.772
C17 -2.665 1.778 3.046
N3 -1.869 1.184 2.159
H12 -3.997 0.972 -0.417
H13 -5.484 2.022 1.234
H14 -4.620 2.539 3.525
H15 -2.218 2.002 4.010
C18 0.449 -3.553 1.381
C19 1.047 -2.616 2.107
C20 2.340 -2.698 2.778
C21 2.633 -1.936 3.910
C22 3.856 -2.061 4.552
C23 4.804 -2.957 4.086
C24 4.515 -3.741 2.975
C25 3.301 -3.611 2.328
H16 1.894 -1.252 4.310
H17 4.074 -1.454 5.423
H18 5.766 -3.033 4.577
H19 5.249 -4.448 2.609
H20 3.078 -4.200 1.446
F1 0.708 -1.729 -1.144
As1 2.370 -2.075 -1.698
F2 1.703 -2.441 -3.253
F3 2.537 -0.402 -2.190
F4 3.971 -2.438 -2.244
F5 2.974 -1.606 -0.142
F6 2.155 -3.709 -1.166
C26 1.153 2.753 -2.542
C27 -0.190 2.013 -2.352
C28 -0.347 1.070 -3.566
C29 -0.073 1.151 -1.134
C30 -1.366 2.984 -2.253
C31 -2.675 2.507 -2.287
C32 -3.761 3.364 -2.212
C33 -3.570 4.732 -2.082
C34 -2.275 5.222 -2.028
C35 -1.190 4.359 -2.114
H21 1.936 2.014 -2.713
H22 1.429 3.339 -1.662
H23 1.115 3.414 -3.411
H24 0.372 0.251 -3.491
H25 -0.144 1.636 -4.477
H26 -1.342 0.640 -3.625
H27 0.979 0.864 -1.007
H28 -2.859 1.442 -2.372
H29 -4.765 2.958 -2.249
H30 -4.416 5.405 -2.018
H31 -2.104 6.286 -1.911
H32 -0.196 4.786 -2.075

The LUMO energy (spin up / spin down) comes out at 0.24 / 0.16 eV. Its charge is -1.

=====

4.
Molecular formula: C3H7BrNO
Method: DFT, wB97M-V/def2-TZVPD

Cartesian coordinates (Å):
C1 0.100 -0.229 -1.218
C2 -0.809 0.743 -0.439
C3 0.165 0.725 1.680
N1 0.773 -1.208 -0.304
O1 -0.050 1.225 0.576
Br1 -0.581 -0.704 2.552
H1 -0.649 -0.528 -2.024
H2 0.857 0.421 -1.594
H3 -1.125 1.485 -1.128
H4 -1.749 0.163 -0.036
H5 0.748 1.341 2.469
H6 0.529 -2.266 -0.339
H7 1.792 -1.167 -0.196

The LUMO energy comes out at -5.66 eV. The calculation puts the energy above the lowest of the compared OMol25 structures with the same formula, charge and spin at 241.0 kJ/mol. Its charge is +1.

=====

5.
Molecular formula: C14H15HgNO2
Method: DFT, wB97M-V/def2-TZVPD

Cartesian coordinates (Å):
C1 2.760 -2.313 -2.860
C2 2.033 -3.214 -2.060
C3 1.913 -2.665 -0.763
C4 2.540 -1.366 -0.740
C5 3.087 -1.155 -2.072
Hg1 0.951 -0.269 -2.016
N1 -1.051 -0.193 -2.556
C6 -2.053 -1.204 -2.411
C7 -1.783 -2.563 -1.930
H1 1.451 -3.137 0.098
H2 1.687 -4.197 -2.351
H3 2.742 -0.758 0.142
H4 3.870 -0.445 -2.281
H5 3.057 -2.486 -3.879
H6 -1.510 -3.360 -2.619
H7 -2.489 -1.376 -3.408
H8 -1.350 0.736 -2.885
H9 -1.854 -2.810 -0.875
H10 -2.805 -0.858 -1.652
O1 -1.849 0.612 0.295
C8 -0.737 0.863 0.796
O2 0.435 0.528 0.379
C9 -0.776 1.771 2.014
C10 0.343 1.970 2.841
C11 0.317 2.929 3.862
C12 -0.829 3.702 4.081
C13 -1.989 3.463 3.316
C14 -1.954 2.505 2.304
H11 1.244 1.369 2.708
H12 1.200 3.111 4.473
H13 -0.856 4.467 4.862
H14 -2.904 4.045 3.479
H15 -2.841 2.297 1.708

The LUMO energy comes out at 5.02 eV. Its charge is -2.

=====

6.
Molecular formula: C4H3PS
Method: DFT, wB97M-V/def2-TZVPD

Cartesian coordinates (Å):
C1 1.285 -1.158 -0.584
C2 1.888 -0.117 -0.507
C3 -1.049 -0.034 -0.411
C4 -0.358 0.362 0.827
P1 -0.201 -1.512 0.431
S1 1.742 1.397 0.231
H1 -2.159 0.171 -0.329
H2 -0.406 0.095 -1.391
H3 -0.742 0.795 1.735

The LUMO energy (spin up / spin down) comes out at -1.41 / -1.41 eV. The calculation puts the energy above the lowest of the compared OMol25 structures with the same formula, charge and spin at 245.4 kJ/mol.

=====

7.
Molecular formula: C4H11N2S
Method: DFT, wB97M-V/def2-TZVPD

Cartesian coordinates (Å):
C1 -1.241 -2.032 -0.724
N1 0.195 -1.691 -0.398
C2 0.599 -0.251 -0.582
C3 0.443 0.569 0.678
N2 -0.956 0.601 1.187
C4 1.114 1.975 0.440
S1 0.888 2.881 -1.228
H1 -1.994 -1.346 -0.282
H2 -1.483 -3.063 -0.653
H3 -1.067 -2.002 -1.817
H4 0.575 -2.006 0.409
H5 1.701 -0.234 -0.981
H6 -0.121 0.312 -1.310
H7 1.075 0.073 1.511
H8 -1.027 1.602 1.317
H9 -1.629 0.163 0.656
H10 0.806 2.630 1.361
H11 2.123 1.819 0.416

The LUMO energy comes out at 3.71 eV. The calculation puts the energy above the lowest of the compared OMol25 structures with the same formula, charge and spin at 227.0 kJ/mol. Its charge is -1.

=====

8.
Molecular formula: C6H8N3O
Method: DFT, wB97M-V/def2-TZVPD

Cartesian coordinates (Å):
C1 1.261 -2.121 -0.119
C2 1.054 -0.684 -0.418
N1 1.819 0.348 -0.636
C3 1.137 1.543 -0.536
C4 -0.166 1.211 -0.150
N2 -0.134 -0.138 -0.049
C5 -1.482 -0.607 0.537
O1 -1.740 -1.716 0.712
N3 -2.146 0.485 0.727
C6 -1.515 1.703 0.237
H1 0.450 -2.880 -0.434
H2 2.112 -2.514 -0.554
H3 1.479 -2.261 0.969
H4 2.762 0.212 -0.859
H5 1.692 2.508 -0.705
H6 -3.131 0.426 0.874
H7 -1.395 2.432 1.066
H8 -2.058 2.052 -0.663

The LUMO energy comes out at -3.21 eV. The calculation puts the energy above the lowest of the compared OMol25 structures with the same formula, charge and spin at 0.0 kJ/mol. Its charge is +1.

=====

9.
Molecular formula: C22H42AuNOP3
Method: DFT, wB97M-V/def2-TZVPD

Cartesian coordinates (Å):
Au1 -0.559 0.169 -2.229
P1 -1.025 1.736 -0.465
P2 -2.038 -1.620 -1.659
P3 0.522 1.652 -3.752
H1 3.030 -2.663 1.268
C1 2.975 -1.685 0.783
C2 2.736 -0.547 1.464
H2 2.509 -0.551 2.535
C3 -1.133 1.007 1.189
C4 -2.587 2.613 -0.754
C5 0.258 3.010 -0.307
C6 -1.151 -3.160 -1.244
C7 -3.118 -1.380 -0.208
C8 -3.188 -2.022 -3.009
C9 2.224 2.004 -3.209
C10 -0.277 3.263 -3.998
C11 0.713 0.954 -5.416
H3 3.146 -1.660 -0.298
H4 2.796 0.427 0.972
H5 -0.719 -0.007 1.212
H6 -2.179 0.960 1.521
H7 -0.565 1.637 1.887
H8 -3.425 1.907 -0.691
H9 -2.585 3.070 -1.752
H10 -2.718 3.398 0.004
H11 1.247 2.537 -0.263
H12 0.089 3.559 0.630
H13 0.231 3.717 -1.145
H14 -1.554 -3.989 -1.842
H15 -1.268 -3.380 -0.176
H16 -0.083 -3.045 -1.458
H17 -3.923 -2.131 -0.230
H18 -3.575 -0.380 -0.204
H19 -2.532 -1.526 0.713
H20 -3.828 -2.872 -2.731
H21 -2.632 -2.269 -3.924
H22 -3.822 -1.146 -3.204
H23 2.740 2.553 -4.008
H24 2.753 1.061 -3.015
H25 2.224 2.606 -2.292
H26 0.486 4.011 -4.253
H27 -0.826 3.596 -3.107
H28 -0.984 3.176 -4.833
H29 1.290 1.647 -6.043
H30 -0.281 0.804 -5.858
H31 1.232 -0.012 -5.368
C12 1.678 -2.108 -3.519
C13 0.767 -2.788 -4.349
C14 1.244 -3.413 -5.495
C15 2.608 -3.395 -5.799
C16 3.514 -2.769 -4.932
C17 3.060 -2.154 -3.765
O1 1.250 -1.333 -2.472
H32 -0.038 -1.302 -2.563
H33 -0.295 -2.809 -4.074
H34 0.543 -3.924 -6.161
H35 2.969 -3.877 -6.706
H36 4.576 -2.761 -5.156
H37 3.726 -1.688 -3.045
C18 -0.617 -3.186 4.775
C19 -1.939 -2.910 4.416
C20 -2.193 -2.390 3.137
N1 -1.222 -2.152 2.252
C21 0.044 -2.415 2.589
C22 0.395 -2.937 3.843
H38 -0.379 -3.586 5.760
H39 -2.782 -3.078 5.082
H40 -3.215 -2.161 2.822
H41 0.822 -2.195 1.852
H42 1.447 -3.123 4.050

The LUMO energy (spin up / spin down) comes out at -8.83 / -12.43 eV. The spin multiplicity is 3. Its charge is +3. The expectation value of S² is 2.03.

=====

10.
Molecular formula: C17H32N4OP2Ru
Method: DFT, wB97M-V/def2-TZVPD

Cartesian coordinates (Å):
Ru1 0.005 -0.222 0.478
C1 1.982 2.176 1.874
P1 1.945 0.952 0.563
C2 2.796 1.678 -0.849
C3 2.560 -0.619 1.195
C4 3.312 -0.691 2.373
C5 3.688 -1.921 2.890
C6 3.275 -3.106 2.276
C7 2.484 -3.064 1.141
C8 2.139 -1.832 0.568
P2 1.096 -1.723 -0.883
C9 1.997 -1.405 -2.409
C10 0.145 -3.229 -1.107
H1 1.553 1.786 2.796
H2 1.451 3.077 1.558
H3 3.018 2.478 2.064
H4 3.870 1.497 -0.743
H5 2.639 2.759 -0.824
H6 2.459 1.292 -1.807
H7 3.645 0.210 2.872
H8 4.315 -1.961 3.773
H9 3.583 -4.062 2.681
H10 2.178 -3.993 0.676
H11 2.408 -2.370 -2.723
H12 2.827 -0.719 -2.264
H13 1.337 -1.052 -3.203
H14 0.829 -4.055 -1.328
H15 -0.516 -3.133 -1.971
H16 -0.434 -3.474 -0.216
C11 -0.416 -1.806 3.314
O1 -0.733 -0.660 2.420
H17 -1.353 -2.282 3.588
H18 0.109 -1.432 4.188
H19 0.213 -2.479 2.740
H20 -1.065 0.064 2.971
C12 -3.151 0.314 0.025
N1 -3.920 1.113 -0.705
C13 -3.684 2.572 -0.476
N2 -2.404 2.899 -1.077
C14 -1.285 2.245 -0.425
N3 -1.302 0.740 -0.461
C15 -1.704 0.409 -2.427
N4 -2.730 1.193 -2.686
C16 -4.047 0.815 -2.135
C17 -2.468 2.662 -2.503
H21 -3.213 -0.754 -0.165
H22 -3.061 0.598 1.069
H23 -3.698 2.778 0.593
H24 -4.480 3.141 -0.953
H25 -1.282 2.560 0.622
H26 -0.363 2.582 -0.904
H27 -1.877 -0.662 -2.433
H28 -0.742 0.755 -2.789
H29 -4.274 -0.234 -2.319
H30 -4.818 1.444 -2.573
H31 -3.291 3.224 -2.940
H32 -1.544 2.930 -3.014

The LUMO energy (spin up / spin down) comes out at -15.28 / -15.30 eV. Its charge is +4.

=====

11.
Molecular formula: C21H23N3O4
Method: DFT, wB97M-V/def2-TZVPD

Cartesian coordinates (Å):
C1 -1.519 3.046 -1.671
O1 -0.253 2.692 -1.172
C2 -0.326 1.863 -0.038
C3 1.085 1.541 0.453
C4 1.825 2.804 0.900
C5 3.250 2.463 1.328
C6 3.980 1.736 0.201
N1 3.225 0.566 -0.199
C7 3.698 -0.663 0.074
O2 4.777 -0.880 0.591
C8 2.790 -1.795 -0.291
C9 1.862 -2.439 0.570
C10 1.342 -3.435 -0.206
C11 0.265 -4.438 0.059
O3 -0.799 -3.883 0.798
C12 -1.488 -2.822 0.278
C13 -1.337 -2.345 -1.041
C14 -2.065 -1.274 -1.478
C15 -2.982 -0.625 -0.628
N2 -3.667 0.438 -1.094
C16 -4.514 1.031 -0.301
C17 -4.761 0.628 1.025
C18 -4.075 -0.443 1.525
C19 -3.146 -1.114 0.699
C20 -2.385 -2.212 1.126
O4 1.910 -3.392 -1.421
N3 2.807 -2.378 -1.459
C21 1.892 0.860 -0.662
H1 -1.344 3.641 -2.565
H2 -2.113 2.160 -1.923
H3 -2.077 3.643 -0.938
H4 -0.857 0.930 -0.287
H5 -0.893 2.367 0.762
H6 0.998 0.851 1.300
H7 1.842 3.505 0.064
H8 1.287 3.274 1.726
H9 3.794 3.371 1.588
H10 3.224 1.817 2.209
H11 4.966 1.399 0.523
H12 4.086 2.395 -0.667
H13 1.629 -2.198 1.585
H14 0.647 -5.246 0.691
H15 -0.076 -4.867 -0.893
H16 -0.652 -2.823 -1.724
H17 -1.954 -0.903 -2.485
H18 -5.038 1.880 -0.721
H19 -5.480 1.165 1.624
H20 -4.227 -0.788 2.538
H21 -2.499 -2.591 2.131
H22 1.394 -0.053 -0.988
H23 1.950 1.543 -1.515

The LUMO energy comes out at -0.07 eV. The calculation puts the energy above the lowest of the compared OMol25 structures with the same formula, charge and spin at 356.2 kJ/mol.

=====

12.
Molecular formula: C4H17NO3
Method: DFT, wB97M-V/def2-TZVPD

Cartesian coordinates (Å):
C1 1.927 0.510 1.014
C2 2.005 0.962 -0.409
N1 0.602 0.926 -0.936
C3 -0.131 2.174 -1.261
C4 0.065 2.839 -2.588
H1 2.812 0.017 1.295
H2 1.093 -0.242 0.988
H3 1.822 1.245 1.675
H4 2.526 1.993 -0.579
H5 2.849 0.436 -0.991
H6 0.463 0.116 -1.465
H7 -1.213 2.116 -0.972
H8 0.177 2.889 -0.390
H9 0.972 2.859 -3.176
H10 -0.709 2.565 -3.259
H11 -0.016 3.936 -2.644
O1 -0.677 -0.974 3.216
H12 -0.383 -0.089 3.578
H13 -0.417 -1.114 2.349
O2 -0.833 -1.065 0.631
H14 -0.712 -0.421 -0.106
H15 -1.578 -1.583 0.321
O3 -2.374 -4.315 -0.195
H16 -1.530 -4.471 -0.436
H17 -2.495 -4.817 0.610

The LUMO energy comes out at 0.74 eV. The calculation puts the energy above the lowest of the compared OMol25 structures with the same formula, charge and spin at 250.5 kJ/mol.

=====

> What is the formula in the tenth record?

C17H32N4OP2Ru